# 1
Entry from the OMol25 dataset: a structure of composition C17H24N7OSSiTi in a non-equilibrium geometry (ωB97M-V/def2-TZVPD).

Last column: natural (NBO) charge in e.
Atoms and positions in Å:
1 Ti -0.111 0.024 0.274  1.51
2 S 1.632 -0.519 -1.482  -0.13
3 Si -2.332 -0.652 -1.875  1.59
4 O -1.811 0.869 0.772  -0.62
5 N 0.356 1.940 -0.338  -0.52
6 N 1.643 0.087 1.306  -0.28
7 N -3.390 3.999 -2.466  -0.27
8 N 2.823 0.378 0.764  -0.41
9 N -2.685 1.554 -0.054  -0.02
10 N -0.588 -0.799 2.207  -0.50
11 N 4.129 0.332 -1.066  -0.54
12 C 2.935 0.095 -0.532  0.33
13 C -1.109 -1.510 -0.718  -1.26
14 C -3.639 -1.799 -2.593  -1.10
15 C -2.189 -1.250 3.911  -0.25
16 C -0.640 2.403 -0.761  0.48
17 C -1.752 -1.309 2.603  0.12
18 C 1.471 0.303 2.582  0.25
19 C -1.408 0.235 -3.257  -1.12
20 C 4.576 -0.051 -2.397  -0.22
21 C -1.971 2.549 -0.923  -0.34
22 C -3.457 0.580 -0.876  -0.65
23 C -2.726 3.359 -1.773  0.22
24 C -0.190 -0.049 4.438  -0.22
25 C 5.533 -1.237 -2.347  -0.62
26 C 0.198 -0.173 3.109  0.18
27 C 2.525 0.929 3.427  -0.68
28 C -1.395 -0.594 4.842  -0.10
29 H -4.091 0.016 -0.189  0.24
30 H -2.087 0.824 -3.877  0.26
31 H 6.418 -1.001 -1.755  0.21
32 H 2.541 0.509 4.431  0.23
33 H 3.491 0.779 2.956  0.28
34 H 5.859 -1.492 -3.355  0.23
35 H 5.068 0.806 -2.858  0.21
36 H -0.938 -0.511 -3.904  0.26
37 H -4.102 1.142 -1.553  0.26
38 H -0.613 0.892 -2.908  0.25
39 H 3.696 -0.300 -2.985  0.22
40 H 0.447 0.463 5.143  0.24
41 H -3.180 -2.549 -3.240  0.26
42 H 5.041 -2.108 -1.912  0.22
43 H -0.456 -2.143 -1.319  0.27
44 H -3.131 -1.698 4.191  0.25
45 H -2.359 -1.792 1.851  0.22
46 H -3.316 2.064 0.569  0.42
47 H -4.358 -1.236 -3.190  0.25
48 H -1.638 -2.166 -0.022  0.25
49 H 4.833 0.642 -0.412  0.41
50 H 2.352 2.006 3.498  0.25
51 H -1.711 -0.513 5.873  0.24
52 H -4.192 -2.325 -1.812  0.24

Forces on atoms 1 to 3 (eV/Å):
Ti 0.071 -1.051 -1.186
S -0.594 -0.245 0.466
Si -0.375 -0.013 -0.465

charge: +1
E_HOMO: -11.167 eV
relative energy (zero: lowest compared OMol25 entry of this formula, charge and spin): 0.701 eV
max |F|: 0.0309 Eh/bohr

=====

# 2
Entry from the OMol25 dataset: a cluster of 2 separate species, C4H5FO in total in a non-equilibrium geometry (ωB97M-V/def2-TZVPD).

Last column: natural (NBO) charge in e.
Atoms and positions in Å:
1 F 2.053 0.287 -1.743  -0.37
2 O -2.821 0.638 -0.209  -0.43
3 C -0.956 -0.172 1.262  -0.55
4 C -1.955 0.142 0.397  0.72
5 C -0.081 0.811 1.869  -0.37
6 C 1.280 -0.795 -2.225  0.10
7 H -0.562 -1.095 1.422  0.25
8 H 0.833 -0.580 -3.158  0.13
9 H 1.912 -1.646 -2.074  0.13
10 H 0.777 0.585 2.468  0.20
11 H -0.479 1.824 1.991  0.18

Forces on atoms 1 to 3 (eV/Å):
F -1.530 -1.157 -0.668
O 0.491 -0.866 0.321
C 0.331 2.900 -0.183

charge: 0
E_HOMO (spin up / spin down): -9.436 / -7.073 eV
relative energy (zero: lowest compared OMol25 entry of this formula, charge and spin): 4.419 eV
max |F|: 0.0641 Eh/bohr

=====

# 3
Entry from the OMol25 dataset: a structure of composition C26H40As3CrN4Se (ωB97M-V/def2-TZVPD).

Last column: Löwdin charge in e.
Atoms and positions in Å:
1 Se -1.070 -3.665 2.143  1.14
2 As -1.545 1.116 0.108  1.13
3 As 1.996 0.901 -0.438  1.12
4 As -1.335 4.746 -3.876  1.16
5 Cr 0.246 -0.573 0.897  0.34
6 N -3.832 -6.123 -0.744  0.09
7 N -0.950 -1.887 -0.161  -0.02
8 N 0.066 -0.016 2.935  0.04
9 N 1.884 -1.583 1.674  -0.03
10 C 3.803 -3.013 1.647  0.00
11 C -3.021 3.905 -3.308  -0.36
12 C 1.525 -0.033 4.947  0.02
13 C -0.997 2.769 -0.771  -0.31
14 C 2.677 -2.429 1.046  -0.10
15 C -1.684 -5.209 -0.211  -0.11
16 C 2.679 -0.510 5.608  -0.02
17 C 4.110 -2.678 2.937  0.04
18 C 1.265 -0.412 3.663  -0.21
19 C -0.159 1.570 -2.852  -0.08
20 C 1.479 2.598 -1.256  -0.32
21 C -4.304 -5.614 0.388  -0.11
22 C -0.767 -2.208 1.039  -0.75
23 C 3.140 0.076 -1.766  -0.26
24 C 3.281 -1.779 3.646  -0.13
25 C -2.550 -5.922 -1.031  -0.12
26 C 3.310 1.518 0.856  -0.27
27 C -2.923 0.409 -1.047  -0.26
28 C -0.977 3.573 -5.412  -0.34
29 C -3.536 -4.868 1.276  -0.09
30 C -2.605 1.864 1.556  -0.27
31 C 0.075 2.719 -1.875  -0.67
32 C 3.530 -1.373 4.979  0.01
33 C 0.051 4.086 -2.595  -0.38
34 C 2.152 -1.272 2.979  -0.17
35 C -2.205 -4.668 0.956  -0.52
36 H -3.168 1.073 2.050  0.04
37 H 4.408 -3.706 1.081  0.13
38 H -1.964 2.364 2.283  0.03
39 H -2.191 -6.359 -1.956  0.12
40 H -3.476 -0.359 -0.508  0.04
41 H -5.349 -5.806 0.602  0.12
42 H -2.963 2.822 -3.195  0.00
43 H 3.555 -0.851 -1.376  0.02
44 H -0.085 0.593 -2.355  0.05
45 H 0.121 4.872 -1.836  0.07
46 H 0.838 0.621 5.471  0.13
47 H 1.618 3.363 -0.488  0.09
48 H 2.810 1.950 1.722  0.03
49 H -1.394 4.051 -6.297  0.02
50 H -1.143 1.633 -3.311  0.06
51 H -1.345 -2.506 -0.871  0.10
52 H -0.145 0.967 3.091  0.11
53 H 0.099 3.480 -5.562  0.02
54 H 0.581 1.591 -3.654  0.10
55 H -3.740 4.122 -4.098  0.03
56 H -0.636 -5.112 -0.465  0.11
57 H -2.475 -0.031 -1.935  0.03
58 H 2.421 -2.659 0.018  0.13
59 H 2.234 2.782 -2.024  0.09
60 H -3.306 2.597 1.160  0.05
61 H 3.955 0.758 -2.008  0.05
62 H 2.568 -0.137 -2.667  0.04
63 H -1.417 2.582 -5.313  0.01
64 H -0.732 -0.536 3.301  0.12
65 H -0.696 3.464 0.018  0.09
66 H -3.974 -4.460 2.177  0.11
67 H -3.396 4.362 -2.393  0.02
68 H 0.960 4.184 -3.197  0.07
69 H -1.923 3.159 -1.190  0.05
70 H 3.954 2.272 0.405  0.05
71 H 4.403 -1.757 5.490  0.13
72 H 2.873 -0.197 6.624  0.13
73 H 4.982 -3.095 3.426  0.14
74 H 3.923 0.678 1.181  0.03
75 H -3.597 1.215 -1.333  0.04

Forces on atoms 1 to 3 (eV/Å):
Se -0.256 0.035 -0.155
As 0.116 0.187 0.303
As -0.147 -0.010 0.372

charge: +2
E_HOMO (spin up / spin down): -12.681 / -12.681 eV
relative energy (zero: lowest compared OMol25 entry of this formula, charge and spin): 1.002 eV
<S²>: 3.839
max |F|: 0.0186 Eh/bohr
spin multiplicity: 4

=====

# 4
Entry from the OMol25 dataset: the molecule C11H21N in a non-equilibrium geometry (ωB97M-V/def2-TZVPD).

Last column: natural (NBO) charge in e.
Atoms and positions in Å:
1 N 1.163 -1.604 -3.281  -0.83
2 C 1.507 -0.802 -2.129  -0.04
3 C -0.638 0.155 2.793  -0.41
4 C 0.165 -1.360 -0.031  -0.41
5 C 0.431 0.451 1.767  -0.41
6 C -0.066 0.118 0.346  -0.01
7 C 0.665 1.058 -0.666  -0.40
8 C -1.834 1.096 2.670  -0.40
9 C 0.690 0.475 -2.077  -0.42
10 C -1.942 1.585 1.216  -0.41
11 C 1.463 -1.515 -0.745  -0.42
12 C -1.624 0.477 0.230  -0.41
13 H -2.732 0.626 3.041  0.21
14 H -0.647 -1.698 -0.702  0.19
15 H 1.889 -2.331 -3.384  0.36
16 H 0.185 2.038 -0.685  0.21
17 H -0.322 0.322 -2.354  0.20
18 H 0.063 -2.049 0.868  0.21
19 H -1.875 0.805 -0.783  0.21
20 H 0.238 -2.096 -3.184  0.35
21 H -2.938 2.039 1.070  0.21
22 H 1.713 1.306 -0.343  0.20
23 H 1.072 1.257 -2.762  0.22
24 H 0.705 1.539 1.859  0.20
25 H 1.368 -0.105 1.949  0.21
26 H 1.769 -2.572 -0.820  0.21
27 H -2.179 -0.440 0.434  0.20
28 H -0.981 -0.918 2.668  0.19
29 H -1.281 2.454 1.030  0.20
30 H 2.227 -1.053 -0.115  0.20
31 H -0.199 0.220 3.791  0.21
32 H 2.585 -0.521 -2.206  0.18
33 H -1.712 1.979 3.341  0.20

Forces on atoms 1 to 3 (eV/Å):
N -0.366 -1.362 -0.320
C 0.879 0.079 0.919
C -0.121 -1.406 0.600

charge: 0
E_HOMO: -9.104 eV
relative energy (zero: lowest compared OMol25 entry of this formula, charge and spin): 0.000 eV
structure (SMILES): NC1CCC2(CCCCC2)CC1
max |F|: 0.0315 Eh/bohr

=====

# 5
Entry from the OMol25 dataset: a cluster of 7 separate species, C6H24O6 in total in a non-equilibrium geometry (ωB97M-V/def2-TZVPD).

Last column: natural (NBO) charge in e.
Atoms and positions in Å:
1 O 2.430 -2.341 0.914  -1.11
2 O 2.923 0.333 0.294  -1.03
3 O -0.058 -3.273 -0.065  -1.34
4 O 1.542 -0.453 2.658  -1.00
5 O -1.023 0.869 3.660  -0.96
6 O 1.694 2.567 1.474  -0.98
7 C -2.529 1.378 -1.769  -0.45
8 C 0.132 -0.894 -3.357  -0.67
9 C -2.446 1.860 0.674  -0.42
10 C -1.191 -0.653 -2.684  -0.45
11 C -1.653 0.800 -2.904  -0.38
12 C -2.048 1.126 -0.366  -0.18
13 H 2.171 -0.871 3.262  0.47
14 H 0.302 -0.368 -4.302  0.19
15 H -0.502 -4.143 -0.070  0.35
16 H 3.845 0.174 0.525  0.47
17 H 2.117 0.114 2.107  0.49
18 H -3.561 1.047 -1.964  0.20
19 H -2.636 2.439 -1.893  0.21
20 H 0.913 2.796 0.969  0.47
21 H -1.193 -0.988 -1.647  0.22
22 H 0.169 -3.153 -1.007  0.39
23 H 1.943 -3.125 0.592  0.48
24 H -0.840 1.516 -3.043  0.19
25 H -1.137 -0.034 3.988  0.46
26 H 0.945 -0.391 -2.805  0.20
27 H 0.396 -1.948 -3.434  0.20
28 H -2.163 0.797 -3.871  0.20
29 H 2.159 1.879 0.962  0.49
30 H 1.687 -1.992 1.435  0.49
31 H -0.306 0.738 3.022  0.49
32 H -1.954 -1.278 -3.108  0.19
33 H -1.236 0.428 -0.195  0.21
34 H -3.320 2.488 0.697  0.18
35 H -2.003 1.600 1.626  0.22
36 H 2.559 -0.559 0.122  0.52

Forces on atoms 1 to 3 (eV/Å):
O -0.617 -0.507 -0.001
O 0.107 0.158 -0.078
O -0.078 -0.055 -0.080

charge: -1
E_HOMO (spin up / spin down): 0.362 / -6.926 eV
relative energy (zero: lowest compared OMol25 entry of this formula, charge and spin): 0.000 eV
<S²>: 0.750
max |F|: 0.0310 Eh/bohr
spin multiplicity: 2

=====

# 6
Entry from the OMol25 dataset: the molecule CH2ClF2P in a non-equilibrium geometry (ωB97M-V/def2-TZVPD).

Last column: natural (NBO) charge in e.
Atoms and positions in Å:
1 Cl 2.324 0.546 -0.387  -0.03
2 P -0.650 0.102 -0.316  0.94
3 F 1.079 0.357 1.769  -0.33
4 F -1.741 -0.771 0.579  -0.58
5 C 0.987 -0.187 0.553  0.09
6 H -1.758 0.724 -0.754  -0.06
7 H -0.241 -0.772 -1.444  -0.03

Forces on atoms 1 to 3 (eV/Å):
Cl -1.295 -0.966 0.123
P 0.664 -1.707 -1.050
F -0.575 -0.564 0.302

charge: 0
E_HOMO (spin up / spin down): -6.870 / -12.101 eV
relative energy (zero: lowest compared OMol25 entry of this formula, charge and spin): 0.065 eV
<S²>: 2.007
max |F|: 0.0518 Eh/bohr
spin multiplicity: 3

=====

# 7
Entry from the OMol25 dataset: a cluster of 7 separate species, C26H52Br2O12S6 in total in a non-equilibrium geometry (ωB97M-V/def2-TZVPD).

Last column: Löwdin charge in e.
Atoms and positions in Å:
1 Br 1.361 -1.335 0.035  0.76
2 Br -0.851 2.543 1.541  0.65
3 S 2.788 -6.083 -3.260  0.76
4 S 0.196 1.470 -3.626  0.70
5 S -1.597 -0.404 5.388  0.80
6 S -3.122 -4.522 -2.716  0.72
7 S 3.308 3.143 3.760  0.67
8 S -5.655 0.825 -2.151  0.69
9 O -4.409 -4.915 -2.167  -0.34
10 O 3.205 2.946 2.322  -0.34
11 O -5.891 -0.619 -2.084  -0.34
12 O 0.660 2.059 -2.373  -0.35
13 O -6.476 1.655 -3.004  -0.33
14 O -2.597 -5.162 -3.918  -0.34
15 O 3.820 -7.004 -3.843  -0.36
16 O -1.162 0.884 -3.738  -0.35
17 O 2.849 2.085 4.617  -0.32
18 O -2.955 -0.303 5.977  -0.38
19 O 1.483 -6.627 -2.849  -0.36
20 O -1.170 -1.366 4.247  -0.41
21 C 2.304 4.647 4.118  -0.20
22 C -5.511 1.470 -0.444  -0.19
23 C -1.042 1.497 5.167  -0.13
24 C 0.065 -0.173 0.808  -0.67
25 C 3.415 -5.065 -1.828  -0.21
26 C 0.561 2.665 -4.998  -0.16
27 C 4.814 3.947 4.398  -0.19
28 C 0.634 1.290 0.969  -0.57
29 C -3.041 -2.590 -2.862  -0.17
30 C -3.938 1.282 -2.499  -0.23
31 C -1.845 -2.159 -2.019  -0.25
32 C -4.254 2.446 -0.372  -0.20
33 C 2.460 -4.618 -4.402  -0.20
34 C -0.292 0.739 7.460  -0.22
35 C 3.045 -3.414 -3.724  -0.22
36 C -1.954 -4.531 -1.324  -0.21
37 C 3.023 5.306 5.355  -0.20
38 C 1.245 0.099 -4.234  -0.21
39 C 1.203 0.166 -5.847  -0.17
40 C 4.238 4.409 5.797  -0.20
41 C -3.173 1.795 -1.213  -0.24
42 C -1.719 -3.093 -0.830  -0.22
43 C 1.157 1.719 -6.196  -0.16
44 C 0.111 1.668 6.288  -0.20
45 C 2.928 -3.626 -2.144  -0.21
46 C -0.467 -0.689 6.799  -0.23
47 H 3.330 -2.862 -1.478  0.07
48 H 2.131 1.967 -6.618  0.10
49 H 0.594 0.614 8.083  0.11
50 H -1.894 1.996 5.630  0.08
51 H -6.503 1.837 -0.179  0.10
52 H 4.502 -5.147 -1.823  0.09
53 H 2.691 -2.421 -4.000  0.08
54 H 1.011 -0.853 -3.758  0.08
55 H 3.501 6.248 5.089  0.11
56 H -0.682 -3.069 -0.494  0.04
57 H -5.356 0.525 0.076  0.09
58 H 3.226 -5.549 -0.870  0.10
59 H 0.519 -0.942 6.408  0.10
60 H 1.367 3.244 -4.546  0.08
61 H -3.936 -2.059 -2.537  0.07
62 H -0.875 1.892 4.165  -0.01
63 H -2.464 2.566 -1.512  0.10
64 H -0.105 -0.330 1.873  0.04
65 H -3.486 0.529 -3.145  0.07
66 H 5.612 3.208 4.466  0.10
67 H -0.885 -1.466 7.439  0.10
68 H 1.478 -4.646 -4.876  0.11
69 H -4.397 3.431 -0.817  0.12
70 H 0.023 2.677 6.691  0.10
71 H -0.945 -2.139 -2.632  0.10
72 H 2.473 5.280 3.246  0.09
73 H -0.855 -0.269 0.231  0.03
74 H -2.365 -2.748 -0.023  0.13
75 H -3.769 2.530 0.600  0.07
76 H 1.102 1.377 5.940  0.08
77 H 1.320 1.324 1.815  0.03
78 H -2.695 0.929 -0.754  0.08
79 H -2.460 -5.269 -0.701  0.10
80 H 2.316 5.356 6.183  0.11
81 H 3.936 3.524 6.358  0.10
82 H 1.850 -3.670 -1.992  0.08
83 H 1.228 4.477 4.140  0.10
84 H 2.199 0.579 -4.019  0.09
85 H 5.051 4.831 3.805  0.11
86 H 2.052 -0.389 -6.246  0.10
87 H -4.023 2.203 -3.076  0.10
88 H -0.367 3.235 -4.946  0.09
89 H -1.010 -4.947 -1.677  0.09
90 H -1.902 -1.111 -1.725  0.08
91 H 1.101 1.714 0.080  0.03
92 H 3.981 -3.108 -4.189  0.11
93 H 3.108 -4.900 -5.231  0.09
94 H 0.379 -0.372 -6.316  0.10
95 H 0.500 1.933 -7.039  0.09
96 H 4.875 5.076 6.378  0.11
97 H -1.160 1.024 8.054  0.11
98 H -3.069 -2.316 -3.917  0.09

Forces on atoms 1 to 3 (eV/Å):
Br 0.422 -0.071 0.038
Br 0.756 -0.686 -0.497
S -0.402 -1.191 -0.070

charge: 0
E_HOMO: -9.631 eV
relative energy (zero: lowest compared OMol25 entry of this formula, charge and spin): 3.011 eV
structure (SMILES): O=S1(=O)CCCC1.O=S1(=O)CCCC1.O=S1(=O)CCCC1.O=S1(=O)CCCC1.O=S1(=O)CCCC1.O=S1(=O)CCCC1.BrCCBr
max |F|: 0.0958 Eh/bohr

=====

# 8
Entry from the OMol25 dataset: the molecule CH3NO3 in a non-equilibrium geometry (ωB97M-V/def2-TZVPD).

Last column: natural (NBO) charge in e.
Atoms and positions in Å:
1 O -1.274 0.818 0.305  -0.65
2 O 1.827 -0.977 0.021  -0.35
3 O 1.366 1.124 -0.182  -0.41
4 N 1.124 -0.045 0.007  0.51
5 C -0.664 -0.361 0.180  0.04
6 H -0.641 -0.896 -0.880  0.17
7 H -0.886 -0.951 1.020  0.19
8 H -0.852 1.288 -0.471  0.50

Forces on atoms 1 to 3 (eV/Å):
O 1.058 0.784 -2.038
O 1.974 -1.744 -0.117
O 0.454 0.052 -0.243

charge: 0
E_HOMO: -10.108 eV
relative energy (zero: lowest compared OMol25 entry of this formula, charge and spin): 2.749 eV
structure (SMILES): O=[N+]([O-])CO
max |F|: 0.0945 Eh/bohr